Record 1
Below is a structure of composition C27H27F10N2O3PSScTe2 in a non-equilibrium geometry, with properties calculated with ωB97M-V/def2-TZVPD.

XYZ file:
```
74
Properties=species:S:1:pos:R:3
Sc -1.26 -0.53 -0.51
C -1.73 4.15 -3.35
C -1.76 2.95 -2.40
C -2.65 1.90 -3.07
C -0.33 2.42 -2.08
C 0.69 3.57 -1.92
O 1.06 3.52 -0.55
C 0.52 2.44 0.00
N -0.23 1.71 -0.77
C 0.95 2.31 1.42
C 1.05 3.49 2.16
C 1.56 3.46 3.45
C 2.04 2.28 3.99
C 1.94 1.11 3.27
C 1.37 1.11 2.00
P 1.13 -0.41 1.04
C 0.62 -1.65 2.25
C -0.19 -1.37 3.35
C -0.93 -2.38 3.95
C -0.83 -3.72 3.54
C 0.03 -4.05 2.53
C 0.73 -3.02 1.81
C 2.81 -0.98 0.60
C 3.63 -1.53 1.58
C 4.90 -1.95 1.25
C 5.35 -1.83 -0.06
C 4.53 -1.29 -1.03
C 3.26 -0.86 -0.71
H -2.71 4.28 -3.79
H -1.02 3.99 -4.16
H -1.50 5.09 -2.85
H -2.22 3.26 -1.46
H -2.22 1.56 -4.01
H -3.62 2.34 -3.28
H -2.81 1.05 -2.41
H -0.02 1.71 -2.86
H 0.28 4.56 -2.11
H 1.60 3.44 -2.52
H 0.71 4.42 1.75
H 1.59 4.37 4.03
H 2.48 2.27 4.97
H 2.30 0.18 3.69
H -0.30 -0.35 3.70
H -1.62 -2.12 4.74
H -1.43 -4.47 4.02
H 0.18 -5.08 2.21
H 1.66 -3.29 1.32
H 3.28 -1.63 2.60
H 5.54 -2.38 2.00
H 6.35 -2.15 -0.32
H 4.88 -1.22 -2.05
H 2.60 -0.45 -1.46
S -0.79 -2.26 -4.90
C -2.42 -2.27 -4.37
C -2.56 -1.50 -3.26
N -1.40 -0.91 -2.83
C -0.40 -1.22 -3.61
H -3.16 -2.84 -4.89
H -3.48 -1.34 -2.72
H 0.61 -0.88 -3.46
F -2.20 -2.72 -0.93
Te -0.38 -3.28 -0.17
F 1.05 -4.62 -0.24
F -1.58 -4.68 0.47
F -1.58 -1.71 1.01
F -0.58 -4.17 -1.88
O 0.35 -1.85 -0.97
F -3.05 2.64 0.91
Te -3.43 0.78 1.17
F -3.92 -0.88 1.95
F -3.53 1.31 3.00
F -1.48 0.71 1.70
F -5.24 1.20 0.98
O -3.08 0.23 -0.46
```

Frontier orbital gap (eV): 6.05
Multiplicity: 1
Net charge: +1
LUMO level (eV): -5.947
Energy relative to the best compared isomer or geometry (same formula, charge and spin) (kcal/mol): 93.2

Record 2
Below is a cluster of 2 separate species, C27H27F2Si in total in a non-equilibrium geometry, with properties calculated with ωB97M-V/def2-TZVPD.

XYZ file:
```
57
Properties=species:S:1:pos:R:3
F 3.03 -3.08 -5.05
C 2.61 -1.96 -4.37
C 3.22 -0.74 -4.66
C 2.77 0.40 -3.98
C 1.77 0.30 -3.02
C 1.20 -0.95 -2.67
C 0.18 -1.08 -1.66
C -0.81 -2.05 -1.82
C -1.80 -2.34 -0.89
C -2.55 -3.56 -0.89
C -2.12 -4.69 -1.65
C -2.85 -5.87 -1.56
F -2.40 -6.97 -2.26
C -4.01 -6.01 -0.79
C -4.44 -4.88 -0.07
C -3.73 -3.69 -0.12
C 1.61 -2.10 -3.41
H 4.00 -0.68 -5.42
H 3.21 1.37 -4.19
H 1.36 1.19 -2.54
H 0.27 -0.56 -0.71
H -0.82 -2.63 -2.75
H -2.04 -1.58 -0.14
H -1.22 -4.65 -2.26
H -4.54 -6.95 -0.76
H -5.34 -4.95 0.53
H -4.07 -2.82 0.45
H 1.16 -3.07 -3.23
C -1.59 1.21 4.32
Si -0.07 1.95 3.52
C 0.52 3.37 4.59
C 1.30 0.70 3.36
C -0.54 2.62 1.74
C 0.61 3.34 1.06
C 0.89 2.74 -0.19
C 2.02 3.18 -0.91
C 2.80 4.21 -0.40
C 2.44 4.87 0.78
C 1.33 4.44 1.52
C -0.12 1.71 -0.42
C -0.91 1.58 0.70
H -2.08 0.50 3.64
H -1.30 0.67 5.23
H -2.30 1.99 4.59
H 1.40 3.87 4.18
H -0.27 4.12 4.73
H 0.79 2.98 5.59
H 2.18 1.14 2.87
H 1.60 0.34 4.36
H 0.98 -0.17 2.77
H -1.38 3.29 2.01
H 2.29 2.67 -1.83
H 3.71 4.51 -0.93
H 3.01 5.73 1.13
H 1.04 4.93 2.44
H -0.25 1.24 -1.40
H -1.73 0.88 0.84
```

Frontier orbital gap (eV): 4.59
Multiplicity: 1
Net charge: +1
LUMO level (eV): -6.064
Energy relative to the best compared isomer or geometry (same formula, charge and spin) (kcal/mol): 13.6